296
Properties=species:S:1:pos:R:3:forces:R:3:lowdin_charge:R:1 method="wB97M-V/def2-TZVPD" charge=0 lumo_ev=0.195 homo_energy_ha=-0.3012
C -16.705 50.812 -25.638 0.7443 0.4667 -0.3530 -0.0658
C -17.308 52.013 -26.431 -1.3711 -1.6101 0.9768 -0.3834
C -17.215 51.780 -27.955 0.0446 0.5979 0.0590 -0.2191
O -15.917 51.659 -28.496 0.7498 0.1882 -0.0046 -0.1867
C -15.036 52.783 -28.376 -0.5352 -0.0540 0.7861 -0.0994
N -18.777 52.089 -26.116 0.5163 0.5553 -0.7661 0.0167
H -17.038 49.846 -26.017 0.0417 0.0570 -0.4358 0.0718
H -16.922 50.748 -24.572 -0.3598 0.6818 0.0482 0.0669
H -15.617 50.871 -25.687 0.1623 -0.3294 -0.2107 0.0668
H -16.815 52.940 -26.137 -0.1788 0.0697 -0.0096 0.1255
H -17.743 52.547 -28.522 -0.1727 0.5051 0.3317 0.1193
H -17.759 50.868 -28.204 0.2586 -0.3203 0.1012 0.1225
H -14.159 52.614 -29.000 -0.2230 -0.0987 0.0714 0.0894
H -14.741 52.962 -27.342 0.4419 -0.6062 0.3108 0.0719
H -15.462 53.767 -28.575 -0.6016 -0.0871 -0.8861 0.0837
H -19.003 52.262 -25.147 0.4560 0.1423 0.1288 0.0610
H -19.213 51.204 -26.333 0.0262 -0.1716 -0.1614 0.0588
C -10.293 56.293 -33.147 0.0793 0.2538 -0.0144 -0.0548
C -9.360 55.099 -33.381 0.1277 0.2549 0.9109 -0.4396
C -9.637 54.407 -34.677 -0.1101 -0.2447 -0.8187 -0.2610
O -10.909 53.827 -34.746 -1.3864 0.1030 -0.8136 -0.1785
C -11.422 53.765 -36.106 0.4600 -0.2720 0.9268 -0.0740
N -7.926 55.437 -33.435 -0.5421 0.6990 -0.0919 0.0290
H -11.249 55.965 -32.738 -0.0185 -0.2363 -0.2063 0.0759
H -10.499 56.870 -34.048 0.1389 -0.0178 -0.1206 0.0778
H -9.903 56.984 -32.400 0.3012 -0.0131 -0.0004 0.0703
H -9.516 54.485 -32.494 -0.2662 -0.7307 -0.1985 0.1317
H -8.893 53.644 -34.904 0.3278 -0.3100 0.2189 0.1212
H -9.495 55.153 -35.459 -0.1383 0.3040 -0.1929 0.1254
H -11.636 54.751 -36.518 0.3700 0.2070 0.0458 0.0857
H -12.365 53.222 -36.153 0.1061 -0.1305 0.5329 0.0783
H -10.696 53.216 -36.706 0.0371 0.1448 -0.3279 0.0828
H -7.643 55.726 -32.509 0.3111 0.0189 -0.0158 0.0680
H -7.411 54.607 -33.694 0.1892 -0.0423 0.1640 0.0613
C -11.975 37.205 -40.520 1.6768 -0.0710 0.2247 -0.0765
C -13.136 37.076 -41.441 -0.9662 2.1707 0.0248 -0.4873
C -12.793 37.155 -42.954 -0.0063 1.2772 -0.5633 -0.1831
O -13.849 36.901 -43.875 -1.5541 -0.6787 -0.3348 -0.1963
C -14.957 37.814 -43.904 -0.0863 0.1050 0.5735 -0.1038
N -13.852 35.873 -41.142 0.1223 -0.5160 -0.4939 0.0544
H -12.167 37.008 -39.466 -0.6579 -0.1136 -0.1769 0.0801
H -11.469 38.171 -40.521 -0.0195 0.1173 -0.4265 0.0761
H -11.247 36.448 -40.811 0.3794 -0.0455 0.0324 0.0787
H -13.837 37.871 -41.184 0.0075 0.5067 -0.2294 0.1320
H -11.971 36.476 -43.182 -0.2526 -0.5662 -0.0419 0.1253
H -12.448 38.093 -43.389 0.6276 0.7362 1.2008 0.1213
H -15.548 37.854 -44.819 0.8739 -0.6751 -0.6870 0.0811
H -14.697 38.858 -43.730 0.5121 0.0510 0.2520 0.0829
H -15.756 37.559 -43.207 0.2675 -0.1987 0.6962 0.0741
H -13.378 35.284 -41.812 -0.6153 -1.4292 0.1012 0.0750
H -14.777 36.049 -41.506 -0.3033 -0.6487 -0.1417 0.0663
C -2.462 46.317 -36.539 0.3388 -1.0670 -1.4222 -0.0607
C -3.688 46.747 -37.326 -2.2070 0.9030 0.1194 -0.3926
C -3.543 47.613 -38.645 0.1669 -0.2344 0.7932 -0.1713
O -2.929 48.872 -38.366 0.1767 -0.8976 0.7709 -0.1974
C -2.837 49.817 -39.392 -0.0282 -0.2796 -0.4337 -0.1276
N -4.645 45.621 -37.622 1.2571 -0.2920 -0.2047 0.0363
H -2.063 45.449 -37.064 0.5657 0.0480 -0.3902 0.0722
H -2.617 45.868 -35.559 -0.5834 0.7115 0.2477 0.0710
H -1.716 47.112 -36.526 -0.0869 -0.0817 0.1773 0.0786
H -4.228 47.433 -36.673 -0.0060 0.4043 0.1914 0.1164
H -4.572 47.778 -38.967 -0.2448 0.0570 -0.1709 0.1055
H -3.038 47.088 -39.456 0.3028 -0.1508 -0.0051 0.1207
H -2.356 49.456 -40.301 0.3335 -0.4491 -0.0532 0.0798
H -2.216 50.630 -39.014 -0.3427 0.1156 0.0108 0.0897
H -3.818 50.143 -39.737 -0.2565 0.3784 0.2619 0.0817
H -5.615 45.836 -37.805 0.1439 0.7875 -0.0370 0.0551
H -4.684 44.924 -36.892 0.3511 0.0058 0.2433 0.0416
C -6.165 40.756 -25.745 0.1536 -0.0776 -0.6571 -0.1156
O -7.179 41.697 -25.950 -1.2140 0.5441 0.4179 -0.2038
C -6.904 42.900 -26.637 0.2024 0.0066 0.2593 -0.1964
C -8.073 43.448 -27.525 1.2328 -1.2403 0.1340 -0.1964
N -8.938 42.402 -28.106 0.5141 0.9396 0.4377 -0.0484
C -10.131 43.045 -28.632 -0.2730 -1.1813 -0.5999 -0.2223
C -10.760 42.258 -29.788 -0.5811 -0.5267 0.8674 -0.1956
O -11.327 41.024 -29.237 0.2361 -0.1394 -1.3947 -0.2084
C -11.980 40.209 -30.256 -0.3141 0.7616 0.8568 -0.0960
H -6.545 40.098 -24.964 0.1575 -0.3060 -0.3801 0.0932
H -5.171 41.091 -25.449 -0.0746 0.8381 0.4514 0.0809
H -5.962 40.289 -26.709 -0.1589 -0.7830 0.0074 0.0780
H -5.956 42.763 -27.156 -0.0957 0.1026 -0.6027 0.1117
H -6.724 43.665 -25.882 0.1895 0.2421 0.0780 0.1115
H -7.572 43.964 -28.344 -0.0365 0.0512 -0.2184 0.1094
H -8.569 44.247 -26.974 -0.5796 -0.2027 0.2896 0.1050
H -9.228 41.754 -27.388 0.2848 -0.1571 0.1370 0.1044
H -9.865 44.060 -28.925 -0.2939 -0.0210 -0.2656 0.1149
H -10.919 43.062 -27.879 -0.1367 0.4605 0.2413 0.1200
H -10.066 42.014 -30.592 0.1476 0.0721 0.0042 0.1155
H -11.580 42.877 -30.154 -0.1758 -0.0237 -0.4267 0.1101
H -12.438 39.333 -29.797 0.2590 0.1214 0.4200 0.0800
H -11.369 39.835 -31.077 0.5859 0.3408 0.1130 0.0752
H -12.808 40.778 -30.680 -0.0450 0.1765 -0.2258 0.0753
C -1.095 37.232 -34.685 0.1751 -1.0683 0.5015 -0.1077
O -2.417 37.412 -35.181 1.2966 0.2224 0.1501 -0.1768
C -3.051 36.173 -35.405 -1.0659 -0.1975 0.6115 -0.2500
C -4.400 36.509 -35.982 -0.2225 0.3706 -1.3383 -0.2136
N -4.208 37.121 -37.309 -0.7888 -0.6653 -0.8051 -0.0660
C -5.443 37.674 -37.930 1.6203 0.6932 0.9145 -0.1801
C -5.306 38.464 -39.244 -0.1475 -0.3526 1.0969 -0.2387
O -6.644 38.499 -39.699 0.0883 0.5191 -0.9553 -0.2022
C -6.735 39.274 -40.896 -0.7948 -0.6189 0.4798 -0.0989
H -0.466 38.113 -34.565 -0.5044 0.3769 -0.9720 0.0865
H -0.625 36.428 -35.252 0.4904 0.3581 -0.4780 0.0833
H -1.032 36.830 -33.674 -0.8206 -0.2034 0.4745 0.0773
H -3.161 35.633 -34.464 -0.1628 0.0365 0.3841 0.1206
H -2.558 35.448 -36.053 0.6659 0.4580 -0.4565 0.1237
H -4.973 37.132 -35.295 0.0665 0.4264 0.2349 0.1103
H -5.027 35.633 -36.146 0.1873 -0.3742 0.1696 0.1173
H -3.371 37.681 -37.387 -0.3478 0.3087 0.2294 0.1013
H -5.794 38.452 -37.252 -0.7455 -0.1060 0.3302 0.1070
H -6.216 36.914 -38.047 0.2230 -0.1404 0.0026 0.1193
H -4.568 38.101 -39.959 -0.2365 -0.6344 -0.3138 0.1197
H -4.972 39.474 -39.010 0.0445 0.3266 0.0764 0.1132
H -6.457 40.310 -40.702 0.6728 -0.0152 -0.2871 0.0879
H -7.773 39.337 -41.222 -0.1645 -0.3144 0.2538 0.0797
H -6.205 38.719 -41.671 0.4331 0.6279 -0.2586 0.0891
C -10.173 42.780 -37.147 0.6340 0.2695 -0.7930 -0.1352
O -11.401 43.199 -36.620 -0.1438 -0.5335 0.5966 -0.1977
C -12.016 42.217 -35.730 0.6558 1.0075 -0.6100 -0.1889
C -13.312 42.817 -35.288 -0.5426 -0.5659 0.1731 -0.2619
N -13.107 43.981 -34.466 -1.5891 1.0274 0.4952 -0.0321
C -14.455 44.523 -34.010 0.3107 0.2510 -0.3386 -0.1840
C -14.290 45.805 -33.187 0.2993 -0.4213 -1.7218 -0.1961
O -13.928 46.829 -34.157 -0.8485 -0.9405 0.8544 -0.1949
C -13.781 48.068 -33.534 0.8928 0.2442 0.3403 -0.1382
H -9.358 42.611 -36.442 -0.2689 -0.2476 0.5979 0.0791
H -9.756 43.548 -37.798 -0.3552 0.4845 0.0421 0.0778
H -10.244 41.924 -37.818 -0.3082 -0.4985 0.2037 0.0834
H -11.384 42.092 -34.850 0.2728 -0.3669 -0.0712 0.1214
H -12.171 41.309 -36.312 0.0639 -0.2969 0.2329 0.1213
H -13.905 42.141 -34.672 0.0836 -0.5419 -0.2797 0.1210
H -13.861 43.037 -36.204 -0.4692 0.0769 -0.1585 0.1213
H -12.832 44.669 -35.152 0.6115 0.6085 0.2841 0.0954
H -15.119 43.834 -33.489 0.7401 -0.5951 0.4447 0.1122
H -15.063 44.731 -34.891 -0.0413 0.4346 -0.2885 0.1119
H -13.510 45.597 -32.455 0.3718 0.4466 0.0687 0.1159
H -15.192 46.094 -32.647 -0.2313 0.0012 -0.1306 0.1171
H -13.488 48.805 -34.283 0.0930 -0.0858 0.0484 0.0883
H -13.002 47.934 -32.783 0.3829 0.5356 0.1509 0.0828
H -14.639 48.462 -32.990 -0.5667 -0.2800 -0.1586 0.0814
C -8.012 48.829 -37.260 0.3919 -0.4497 0.6003 -0.0985
O -7.963 47.793 -36.311 0.2269 -0.7530 0.9288 -0.2187
C -8.562 48.013 -35.033 -0.2338 -0.5862 0.1225 -0.1987
C -8.712 46.625 -34.348 0.3557 1.0582 -0.1682 -0.2141
N -7.440 45.993 -34.186 1.5618 -1.3428 0.2710 -0.0572
C -7.478 44.576 -33.725 -1.2265 1.1805 -0.5754 -0.2023
C -6.200 43.846 -33.626 1.3151 -1.5073 -0.1571 -0.2328
O -5.780 43.265 -34.861 0.2842 -1.0835 -1.2214 -0.2138
C -4.949 42.059 -34.797 0.5884 1.7046 0.3780 -0.0728
H -7.369 48.515 -38.083 -0.2283 -0.0643 -0.1515 0.0786
H -7.531 49.707 -36.830 -0.4684 0.5318 -0.1454 0.0883
H -9.048 48.929 -37.584 0.0329 0.6434 -0.1770 0.0900
H -9.516 48.532 -35.120 -0.5207 -0.3759 -0.3320 0.1120
H -8.030 48.689 -34.363 0.9172 0.0040 -0.2012 0.1156
H -9.398 46.032 -34.952 -0.4603 -0.1587 0.1822 0.1156
H -8.996 46.765 -33.304 -1.1321 0.1691 -0.1795 0.1193
H -6.853 46.114 -34.999 -0.0405 -0.2886 -0.2094 0.0972
H -8.143 43.937 -34.305 -0.2044 -0.0027 -0.7056 0.1104
H -7.959 44.491 -32.751 0.1287 0.6438 0.3844 0.1159
H -6.406 42.974 -33.003 0.1372 0.1272 0.6925 0.1125
H -5.376 44.440 -33.230 -0.0251 0.1343 0.3235 0.1282
H -3.923 42.356 -34.579 0.2080 0.2387 0.4441 0.0742
H -4.798 41.586 -35.768 -1.0079 0.1275 -0.1319 0.0783
H -5.218 41.342 -34.021 -0.5660 0.0178 -0.0907 0.0774
C -16.547 38.214 -36.368 -0.1758 -0.1839 0.5729 -0.0904
O -17.420 38.022 -35.244 0.4674 -1.0750 -1.5836 -0.1798
C -17.803 39.177 -34.608 -1.2462 1.6933 0.0621 -0.2483
C -18.448 40.340 -35.463 0.3320 0.6249 0.6090 -0.1687
N -18.622 41.553 -34.582 0.5733 -1.6514 -0.5296 -0.0665
C -19.718 41.361 -33.652 -0.3651 1.5561 -0.9689 -0.2131
C -20.127 42.793 -33.211 -0.0799 -1.1648 1.2898 -0.2264
O -20.638 43.573 -34.280 0.0477 -0.5903 0.4586 -0.1825
C -21.233 44.747 -33.784 -0.6048 0.5572 -0.6808 -0.1250
H -15.984 37.301 -36.566 -0.1669 -0.1305 0.3284 0.0852
H -15.826 38.999 -36.140 0.0452 0.2149 -0.1604 0.0847
H -17.104 38.428 -37.280 -0.0807 0.3026 0.0215 0.0835
H -16.976 39.578 -34.022 0.1475 0.3703 0.0445 0.1206
H -18.605 38.890 -33.927 0.2242 -0.2105 0.2727 0.1100
H -19.424 40.069 -35.866 -0.2459 -0.5169 0.1079 0.1072
H -17.868 40.581 -36.354 0.4069 0.2129 0.2634 0.1000
H -18.870 42.383 -35.101 0.2392 -0.1445 -0.5638 0.0922
H -19.500 40.590 -32.913 0.1959 0.7250 0.6113 0.1117
H -20.610 40.984 -34.152 -0.3592 -0.2403 -0.3812 0.1119
H -19.311 43.339 -32.738 0.3547 -0.0825 -0.0077 0.1205
H -20.885 42.650 -32.442 -0.3622 0.2410 0.1318 0.1146
H -21.584 45.294 -34.659 0.3482 0.2345 0.0016 0.0897
H -20.580 45.366 -33.167 0.4271 -0.0103 -0.1498 0.0873
H -22.142 44.613 -33.197 -0.0771 -0.7126 0.2617 0.0838
C -1.257 37.237 -27.984 1.5435 -0.9210 1.1964 -0.1327
O -2.241 36.367 -28.522 0.6006 1.6738 0.3132 -0.1671
C -3.492 37.024 -28.597 -1.3845 -1.9556 -0.2719 -0.2111
C -4.361 36.104 -29.522 0.7806 1.0955 -0.6308 -0.2044
N -5.705 36.539 -29.779 -2.4323 0.7577 -0.2373 -0.0843
C -5.974 37.968 -30.119 1.3945 -0.9655 -0.3128 -0.1833
C -7.135 38.174 -31.103 -0.3426 -0.5543 -0.4969 -0.1766
O -7.054 37.312 -32.267 0.5624 -0.5462 0.7063 -0.2006
C -8.160 37.309 -33.129 -0.9070 0.4367 -0.2418 -0.1320
H -0.497 36.650 -27.467 0.2237 -0.8500 -0.5613 0.0789
H -1.476 37.812 -27.085 -1.3530 0.5735 -0.3148 0.0833
H -0.666 37.846 -28.668 -0.6408 0.1443 -0.5566 0.0862
H -3.480 38.047 -28.972 0.4608 -0.0208 -0.4157 0.1080
H -3.920 37.099 -27.597 -0.1832 -0.1149 0.2602 0.1203
H -4.472 35.043 -29.298 0.5726 0.1360 0.9653 0.1211
H -3.876 36.086 -30.498 0.8885 0.1744 -0.1438 0.1103
H -5.924 36.060 -30.641 -0.5829 -0.2755 0.0261 0.0878
H -5.026 38.318 -30.526 -0.0152 0.7128 -0.4540 0.1026
H -6.161 38.525 -29.201 -0.2278 0.1398 -0.0854 0.1097
H -7.186 39.187 -31.502 0.2522 0.3396 0.3750 0.1160
H -8.055 38.005 -30.544 -0.3067 -0.2674 -0.1416 0.1189
H -8.062 36.699 -34.027 1.0973 -0.0511 0.0983 0.0824
H -8.401 38.312 -33.480 0.0470 0.3183 -0.0016 0.0810
H -9.089 36.893 -32.738 -0.0511 0.0610 0.9059 0.0817
C -16.021 50.362 -38.790 -0.0854 -0.0870 -0.3876 -0.1266
O -16.618 51.227 -37.859 0.2925 0.7672 0.2851 -0.1810
C -16.767 52.573 -38.319 -2.1258 -0.1376 -0.2106 -0.2119
C -17.495 53.441 -37.295 -0.2277 -0.3956 -0.3778 -0.2310
N -16.649 53.811 -36.203 -0.0440 0.2567 0.6303 -0.0626
C -17.353 54.138 -34.977 0.3065 0.0152 0.5775 -0.2058
C -17.853 53.013 -34.066 0.2489 0.4061 -0.1864 -0.2314
O -19.061 52.473 -34.555 0.2284 -0.2066 0.4342 -0.1947
C -19.527 51.372 -33.787 -0.4065 -0.1510 -1.1705 -0.1062
H -16.538 50.285 -39.747 -0.4272 0.5844 -0.2613 0.0793
H -16.094 49.334 -38.436 0.4961 0.1926 0.5209 0.0886
H -15.009 50.699 -39.016 0.3042 -0.3626 0.1072 0.0862
H -17.469 52.534 -39.151 -0.0231 -0.0638 -0.4806 0.1142
H -15.905 53.115 -38.707 0.7268 -0.4873 0.3588 0.1240
H -18.444 53.036 -36.946 0.0860 -0.9495 -0.0263 0.1119
H -17.872 54.329 -37.802 0.4932 0.4178 -0.3447 0.1160
H -15.970 53.101 -35.970 0.0048 -0.2482 -0.2838 0.1074
H -18.244 54.751 -35.114 0.1375 0.2813 -0.5875 0.1239
H -16.625 54.747 -34.441 -0.2407 0.0362 0.5843 0.1110
H -18.008 53.479 -33.093 -0.1370 -0.0277 0.3883 0.1168
H -17.120 52.217 -33.936 0.2740 -0.1585 -0.0739 0.1182
H -20.232 50.903 -34.474 -0.3170 -0.1480 0.3756 0.0874
H -20.024 51.643 -32.855 0.0448 0.2771 0.0709 0.0847
H -18.771 50.613 -33.587 0.4185 0.1779 0.0706 0.0824
C -14.244 45.341 -41.728 -0.0389 -0.5126 -0.4506 -0.0232
C -12.967 44.438 -41.947 0.3685 0.0001 1.1983 -0.4598
C -12.622 44.131 -43.421 -1.1638 1.2071 -0.6518 -0.1540
C -12.109 45.323 -44.206 0.9788 0.4795 0.4386 -0.1797
C -10.775 45.783 -43.532 -1.8416 0.1902 -0.9488 -0.1495
C -11.007 46.179 -42.073 0.8578 -0.9735 0.3192 -0.4565
N -11.790 45.079 -41.324 1.6390 0.1323 -2.3364 -0.1175
O -11.971 45.414 -39.994 -0.5275 0.4885 0.6491 -0.0159
C -9.561 46.206 -41.489 -0.6710 0.0895 0.3519 -0.0458
C -11.586 47.620 -42.051 0.1101 -0.3375 0.4292 -0.0308
C -13.226 43.029 -41.266 0.8517 1.1719 0.4037 -0.0285
H -15.129 44.835 -42.113 -0.0685 -0.0916 -0.1631 0.0761
H -14.470 45.549 -40.682 0.4713 -0.4176 0.1966 0.0745
H -14.226 46.339 -42.167 0.4018 -0.1366 -0.4159 0.0618
H -11.928 43.329 -43.671 -0.3183 -0.5074 0.8919 0.1248
H -13.627 43.976 -43.815 0.0575 -0.9071 -0.4063 0.1138
H -11.876 45.082 -45.243 -0.1813 -0.3188 -0.0548 0.1064
H -12.926 46.043 -44.251 0.3702 0.5926 0.1652 0.1011
H -10.355 46.656 -44.032 -0.1225 0.1825 -0.0698 0.1123
H -10.038 45.005 -43.734 -0.0194 -0.3177 0.6318 0.1164
H -9.571 46.502 -40.440 0.1290 0.3777 -0.0404 0.0707
H -8.973 46.880 -42.112 0.0490 0.2955 0.3056 0.0798
H -9.037 45.251 -41.520 -0.4146 -0.2744 -0.1879 0.0801
H -12.489 47.756 -42.646 -0.2273 -0.3114 0.2995 0.0670
H -10.897 48.346 -42.483 0.4169 -0.2538 -0.0314 0.0782
H -11.718 47.932 -41.015 -0.4037 -0.0089 -0.0051 0.0802
H -13.633 43.162 -40.264 -0.8832 0.0027 -0.2640 0.0702
H -13.770 42.366 -41.939 -0.3546 0.1433 0.3201 0.0751
H -12.297 42.532 -40.986 0.4670 0.0674 -0.6760 0.0725
H -11.428 44.784 -39.516 0.0622 -0.0732 0.1864 0.0939
C -18.086 44.937 -28.163 0.0594 -0.6522 -0.7206 -0.0198
C -16.945 44.417 -27.224 -0.1198 1.0269 0.4946 -0.4584
C -17.487 44.629 -25.797 -0.3502 -0.5198 0.2801 -0.1674
C -18.479 43.566 -25.421 0.5204 -0.5013 -0.9193 -0.1854
C -17.708 42.239 -25.513 -1.5602 -0.0643 0.9232 -0.1511
C -17.122 41.856 -26.891 -1.2063 -0.6514 0.2759 -0.4703
N -16.426 43.031 -27.413 -0.9074 0.9782 1.9499 -0.1171
O -15.865 42.938 -28.674 0.0532 -0.9562 -0.7376 -0.0023
C -16.191 40.652 -26.565 0.5243 0.0196 -0.7300 -0.0401
C -18.362 41.343 -27.711 0.9176 0.2067 0.0498 -0.0192
C -15.690 45.292 -27.297 0.6823 1.3936 -0.1249 -0.0524
H -17.786 45.017 -29.208 0.2631 -0.0002 -0.0058 0.0758
H -18.521 45.895 -27.877 0.6273 0.2495 0.2855 0.0795
H -18.975 44.307 -28.182 0.1911 -0.4702 0.1568 0.0592
H -16.661 44.525 -25.093 0.1054 0.4525 0.1192 0.1190
H -18.020 45.574 -25.691 0.7025 0.4296 -0.2195 0.1193
H -19.301 43.559 -26.137 -0.0746 -0.0599 -0.1869 0.0950
H -18.985 43.773 -24.477 0.4408 -0.3144 0.3302 0.1151
H -18.481 41.513 -25.262 0.2830 -0.6350 -0.1026 0.1117
H -16.984 42.152 -24.702 0.3240 0.2852 -0.1450 0.1177
H -16.712 39.813 -26.103 -0.4161 0.3889 0.3624 0.0817
H -15.733 40.141 -27.412 -0.0227 0.4369 -0.5761 0.0731
H -15.354 40.934 -25.926 -0.1333 0.2182 0.1708 0.0817
H -18.131 41.026 -28.728 0.2040 0.2265 -0.0555 0.0771
H -18.738 40.461 -27.192 -0.2432 0.1093 -0.0059 0.0768
H -19.110 42.135 -27.737 -0.1295 -0.2382 -0.0839 0.0603
H -15.158 45.331 -28.248 -0.0328 -0.6959 -0.0435 0.0768
H -14.998 45.114 -26.473 0.1662 -0.9881 -0.1849 0.0817
H -15.786 46.360 -27.103 -1.2348 0.2941 -0.0919 0.0772
H -15.003 42.586 -28.441 0.4016 0.0346 -0.5003 0.1037